Entry 1:
C21H35N4O2PtS3 | ωB97M-V/def2-TZVPD

Calculated values
total charge	+1
orbital gap	8.0745	eV
2S+1	1
max |F|	0.85	eV Å⁻¹
ΔE to the lowest compared entry with this formula, charge and spin	0.000	eV
HOMO	-0.38718	Eh

Structure (XYZ):
```
66
Properties=species:S:1:pos:R:3:mulliken_charge:R:1
H 3.235 -3.238 2.689 0.0530
N 3.022 -0.988 1.272 0.0585
C -0.563 2.076 -1.968 0.5874
H 1.275 2.813 -5.056 0.4057
C 3.267 -2.158 0.422 -0.1840
H -2.658 4.031 4.737 0.3912
O -0.523 2.920 2.570 -0.6783
N 1.732 -1.835 3.035 -0.0202
H -3.998 1.963 4.974 0.3014
H -0.275 -3.520 -4.366 0.4219
C -0.094 -1.547 -1.617 0.6581
C 4.715 -2.615 0.462 -1.3354
S -1.218 2.342 3.812 0.3877
C -3.904 2.371 3.965 -0.6548
H -0.310 -4.636 -0.238 0.4500
H 5.382 -1.817 0.135 0.3645
C -0.240 -3.245 -3.320 -0.6542
C -0.153 -1.909 -2.960 -0.3411
H 0.359 -4.149 3.272 0.3182
H -0.117 -2.248 0.407 0.4599
H -0.282 4.663 -2.332 0.5387
C 2.186 -0.833 2.287 0.1903
C 0.024 -0.108 -1.233 -0.0554
H -0.362 -5.269 -2.621 0.4117
C 0.753 1.864 -4.929 -1.1483
H 2.528 -3.276 4.282 0.4281
H -2.410 5.699 -3.153 0.3905
C 2.291 -3.179 3.222 -0.3795
C 1.333 -4.277 2.797 -0.7781
H -2.087 0.162 4.177 0.4145
N -0.665 2.763 -3.106 0.0831
H -2.879 4.173 -3.905 0.3176
C -0.289 -4.227 -2.340 -0.5857
C -3.560 1.257 2.983 -0.6783
Pt 0.295 1.680 1.089 1.0771
C -2.734 3.343 3.898 -0.5902
H -1.233 2.705 -5.087 0.4490
H 2.987 -1.867 -0.592 0.3329
O 0.557 0.081 -0.078 -0.7728
H -2.717 3.904 2.962 0.3253
H -0.403 4.558 -4.079 0.4032
C -0.851 4.215 -3.146 -1.0275
H 2.579 -2.948 0.705 0.0571
H 4.854 -3.463 -0.208 0.3855
H 3.314 -0.102 0.886 0.3417
H -2.767 4.294 -2.143 0.2867
S -0.733 2.941 -0.492 -0.3886
S 1.746 0.791 2.745 -0.4684
C -0.143 -2.535 -0.637 -0.0570
H 1.324 1.244 -4.237 0.2403
C -2.317 4.615 -3.081 -0.9798
H -1.180 1.131 -4.298 0.4308
H 1.185 -4.285 1.717 -0.0126
H 0.724 1.363 -5.897 0.3669
H 1.080 -1.524 3.738 0.2697
C -2.134 0.840 3.322 -0.0689
H -4.839 2.877 3.728 0.3541
H -4.246 0.414 3.055 0.3766
C -0.251 -3.869 -0.999 -0.7490
H -1.573 0.411 2.492 -0.1060
H -3.597 1.632 1.957 0.2497
C -0.658 2.078 -4.406 -0.7057
N -0.406 0.748 -2.113 -0.2098
H 5.021 -2.914 1.465 0.2867
H 1.724 -5.249 3.096 0.3975
H -0.124 -1.135 -3.713 0.3666
```


Entry 2:
C21H35N7O8P3PtSe | ωB97M-V/def2-TZVPD

Calculated values
total charge	+1
orbital gap	7.4582	eV
2S+1	1
max |F|	2.09	eV Å⁻¹
ΔE to the lowest compared entry with this formula, charge and spin	0.501	eV
HOMO	-0.38562	Eh

Structure (XYZ):
```
76
Properties=species:S:1:pos:R:3:mulliken_charge:R:1
P -1.067 -2.917 -2.051 -0.3726
Se 1.696 2.076 -0.523 0.2968
P 0.239 -0.187 3.376 0.3361
C -0.590 2.796 0.342 0.8117
C -2.658 0.352 -1.538 -0.8400
C 1.107 -4.388 -1.420 -0.9521
C -3.793 -3.017 -2.511 -1.1786
H 0.698 -1.978 -4.661 0.2904
C -0.210 -1.541 -4.232 -0.9323
H -2.093 -3.473 0.361 0.1565
H -0.743 -6.295 -1.010 0.3242
H 0.884 -2.739 4.822 0.4414
H -0.666 -2.742 2.697 0.3485
C -2.955 -3.598 -0.296 -1.2108
N -2.644 -3.106 -1.631 0.9351
C -0.525 5.268 0.054 -0.6801
H -3.414 4.251 1.501 0.4666
C -5.202 -0.435 2.061 -0.8010
C -4.609 0.273 -0.515 0.4476
H -3.788 -3.025 0.114 0.4534
C -6.217 -0.045 1.170 -0.6157
Pt -0.586 -0.444 0.288 2.0891
N -0.335 -4.341 -1.626 0.6019
C -5.946 0.318 -0.132 -1.2419
O 1.266 0.893 3.218 -0.9084
C -1.766 5.325 0.587 -0.6368
N 1.316 3.808 -0.559 -0.8124
H 0.389 0.207 5.484 0.3761
H -2.007 -4.394 -4.168 0.2952
C -1.357 -3.642 -4.615 -1.0270
H -1.876 -3.239 -5.490 0.3633
H -4.394 0.900 -2.560 0.2257
H 2.725 0.359 2.750 0.4824
N -1.071 -2.571 -3.674 0.3170
O -0.158 -0.356 4.920 -0.5350
O 3.099 -2.542 1.148 -0.5613
O -1.031 -0.174 2.592 -0.4247
H 1.618 -4.780 -2.306 0.2481
O 3.274 -0.376 2.320 -0.6146
H 3.928 -2.654 1.633 0.3424
H -7.240 -0.025 1.520 0.4371
H 0.014 6.146 -0.269 0.4813
H -5.470 -0.699 3.074 0.4869
N 0.076 1.673 0.174 -0.3759
H 2.029 -3.524 3.718 0.4329
N -2.394 -0.078 -0.326 0.9118
C -2.442 4.139 1.040 -0.7681
H -0.739 -1.009 -5.026 0.3199
C 0.108 3.986 -0.078 0.4536
H -4.191 -4.010 -2.743 0.2957
N -3.972 0.570 -1.709 0.1073
H -1.925 0.495 -2.312 0.5969
C -1.889 2.907 0.937 -0.2959
H 2.453 -2.002 4.531 0.3862
H -6.730 0.624 -0.808 0.4996
O 0.141 -2.657 2.174 -0.4640
C 1.645 -2.564 4.062 -1.7720
H -3.229 -4.657 -0.311 0.3518
O -0.318 -1.820 -1.359 -0.9762
H 1.325 -5.045 -0.576 0.3670
H -2.264 6.278 0.703 0.3891
H 0.084 -0.841 -3.453 0.1894
P 2.236 -1.312 1.627 0.5743
H -2.373 2.025 1.336 0.5174
C -0.913 -5.648 -1.875 -1.0213
H -3.526 -2.517 -3.438 0.3147
O 1.481 -0.750 0.448 -0.5073
C -3.878 -0.484 1.681 -0.7432
C -3.600 -0.127 0.363 0.8795
H -0.438 -4.133 -4.952 0.2970
C 1.035 -1.809 2.891 0.7810
H 1.481 -3.394 -1.187 0.1146
H -1.986 -5.577 -2.042 0.3017
H -0.459 -6.127 -2.750 0.3017
H -3.085 -0.757 2.359 0.4737
H -4.584 -2.445 -2.019 0.3574
```


Entry 3:
C21H36ClN2O2 | ωB97M-V/def2-TZVPD

Calculated values
total charge	-1
orbital gap	5.2444	eV
2S+1	1
max |F|	8.21	eV Å⁻¹
ΔE to the lowest compared entry with this formula, charge and spin	0.000	eV
HOMO	-0.09005	Eh

Structure (XYZ):
```
62
Properties=species:S:1:pos:R:3:mulliken_charge:R:1
H 136.366 155.514 140.775 0.1423
H 136.787 148.146 132.631 0.5342
H 134.734 156.545 138.480 0.5365
C 137.649 150.324 140.527 -0.0590
C 137.862 149.997 136.674 0.6263
N 136.485 150.859 140.675 0.2561
C 135.415 158.676 139.848 -0.5732
C 137.476 150.783 135.509 -0.6854
C 137.768 148.225 132.843 -1.3958
H 132.535 155.992 139.378 0.6052
H 139.484 147.371 135.020 0.2422
H 135.897 150.062 142.440 0.4961
H 134.788 150.816 142.136 0.3889
Cl 134.069 154.040 137.943 -0.6980
H 136.354 158.281 139.716 0.5413
C 139.811 153.195 142.086 -0.8069
H 134.148 157.657 141.278 0.5115
N 138.174 149.052 134.094 0.0880
O 138.576 153.238 141.530 -0.0306
H 133.437 154.466 139.303 0.0083
C 138.006 154.601 141.562 -1.4560
H 138.907 148.116 137.186 0.4345
C 136.050 150.982 138.300 -0.5784
H 137.974 147.221 132.846 0.4129
H 138.011 148.555 131.885 0.4292
H 134.357 155.702 141.538 0.3207
C 135.796 151.011 141.933 -1.3116
C 137.649 150.320 134.268 -0.3129
H 138.079 150.021 141.403 0.6727
H 138.456 155.409 141.180 0.6957
H 136.178 151.865 142.509 0.2906
H 136.271 160.468 140.708 0.3695
H 136.904 151.703 135.605 0.4258
H 139.281 149.450 139.264 0.0635
H 139.896 152.128 141.900 0.2403
C 138.880 148.326 135.127 -0.4012
H 134.660 151.750 139.695 0.2427
H 138.121 155.025 142.593 0.3555
C 136.705 154.630 141.098 -0.1487
H 135.418 159.685 141.826 0.3753
C 138.647 148.721 136.402 -0.8633
C 135.346 159.843 140.779 -1.2292
C 134.443 154.696 141.760 -0.7218
H 133.298 155.224 140.873 0.1548
C 135.606 151.211 139.556 -0.3259
H 133.567 154.410 142.370 0.2980
H 134.085 154.284 140.756 0.2271
H 137.285 150.852 133.346 0.2967
C 137.387 150.358 138.061 0.8169
H 133.514 158.005 139.853 0.6389
H 139.911 153.581 143.187 0.2502
H 135.664 156.180 140.056 -0.1659
H 140.553 153.861 141.409 0.2578
C 134.578 156.423 139.589 -0.1267
C 133.393 155.481 139.668 -1.2252
H 135.251 158.984 138.689 0.2122
C 138.131 149.951 139.334 -0.9117
H 136.648 154.074 140.297 0.6553
H 135.438 151.443 137.409 0.0823
C 134.342 157.578 140.248 -0.9222
H 134.339 160.565 140.643 0.2036
O 135.659 154.208 142.014 -0.4498
```


Entry 4:
C21H36N2O8S2 | ωB97M-V/def2-TZVPD

Calculated values
total charge	0
orbital gap	8.0172	eV
2S+1	1
max |F|	0.60	eV Å⁻¹
HOMO	-0.32580	Eh

Structure (XYZ):
```
69
Properties=species:S:1:pos:R:3:mulliken_charge:R:1
S -0.169 1.714 0.869 -0.2443
H 4.691 -3.194 1.289 0.2270
C -3.781 -1.256 -0.204 -0.6368
N -3.363 -0.369 -1.180 -0.4193
C 6.258 -4.564 1.798 -1.2011
H 0.117 -0.920 -1.268 0.1299
H 6.937 -5.274 1.325 0.2972
C -5.879 0.744 -6.476 -0.8980
H 6.859 -3.812 2.307 0.3262
H 0.635 6.340 4.785 0.3596
O 1.898 3.692 2.389 -0.5416
O -6.423 2.341 -4.665 -0.3700
C -5.893 0.483 -3.164 -0.7261
H -3.122 -1.623 1.868 0.4175
H -5.247 -0.036 -3.871 0.2430
H -7.632 0.659 -4.460 0.4021
O -5.666 3.107 -6.572 -0.5590
S -0.977 -0.156 3.039 -0.2321
H 0.045 5.225 1.546 0.3163
H 6.618 -5.316 -2.537 0.3037
C -6.968 1.286 -3.863 -0.6023
H 2.848 0.392 -0.823 0.4369
H 1.504 0.126 1.481 0.3670
C -5.993 2.149 -5.929 0.7284
O 0.729 -2.110 0.945 -0.1449
C 1.440 0.894 0.716 -0.5661
C 0.528 -3.273 1.571 0.0500
C 6.621 -3.615 -1.280 0.7246
H -7.591 1.803 -3.135 0.3244
C 0.888 5.403 5.283 -0.4167
H -6.570 0.029 -6.039 0.3065
O 7.094 -2.857 -2.080 -0.5573
C -0.079 4.991 2.600 -1.0072
H 5.877 -5.661 -0.968 0.3106
H -1.818 1.078 -1.112 0.4925
H 4.706 -4.610 0.267 0.3889
C -0.322 4.749 5.916 -0.9287
H -1.077 4.495 5.172 0.2590
H 2.600 -2.229 -0.048 0.1018
O 1.270 -4.218 1.529 -0.4823
O 1.570 4.524 4.384 -0.3591
H -0.383 5.891 3.128 0.3552
C 1.206 4.373 3.095 0.7933
C 5.350 -3.899 0.785 -0.1774
H 7.630 -5.472 -1.100 0.2493
H -6.047 0.789 -7.548 0.3062
H -5.261 1.130 -2.560 0.2690
H -0.774 5.422 6.645 0.3573
H 1.632 5.637 6.043 0.3064
H -4.861 0.395 -6.302 0.2454
C 6.669 -5.114 -1.471 -0.8695
C -2.392 0.298 -0.643 -0.3088
H -0.028 3.832 6.424 0.2894
N -2.139 -0.103 0.663 0.2846
H -6.344 -0.263 -2.508 0.3287
H 5.665 -5.100 2.539 0.3713
H 1.625 -1.198 -2.105 0.4629
C -3.054 -1.112 0.925 -0.3136
C -1.163 0.385 1.526 0.3631
C 1.199 -0.961 -1.126 -0.4979
H 1.383 1.145 -1.396 0.3367
C 1.530 -2.154 -0.255 -0.5640
H -0.404 -3.246 2.148 0.3867
O 6.079 -3.102 -0.155 -0.3742
H 1.267 -3.071 -0.786 0.5338
C 1.764 0.398 -0.695 -0.8001
H -0.866 4.243 2.693 0.2294
H -4.584 -1.955 -0.371 0.3955
H 2.137 1.683 1.003 0.4211
```


Entry 5:
C21H36N4O3 | ωB97M-V/def2-TZVPD

Calculated values
total charge	0
orbital gap	8.7708	eV
2S+1	1
max |F|	18.58	eV Å⁻¹
ΔE to the lowest compared entry with this formula, charge and spin	23.988	eV
HOMO	-0.32108	Eh

Structure (XYZ):
```
64
Properties=species:S:1:pos:R:3:mulliken_charge:R:1
H 2.748 -0.812 0.996 -0.0266
C 0.717 1.945 -2.436 0.6578
H 0.724 -1.405 -0.168 0.6624
H -5.421 -1.561 -2.881 0.2171
C 2.243 4.134 2.716 -1.2833
H -3.553 0.646 -1.896 0.2951
C 2.859 -2.727 4.624 -0.6600
O 1.593 2.859 -2.901 -0.8719
C 1.345 4.439 1.380 -0.4040
H 3.085 -2.812 1.225 0.1991
C 1.035 3.084 0.551 0.6667
H 1.855 3.345 3.267 0.4244
H 2.036 2.651 0.322 0.3183
C -0.742 1.335 -0.830 -0.3699
H 0.609 4.147 -1.075 1.2958
H 0.703 2.387 1.398 0.1161
H -3.289 -2.318 -1.248 0.6005
C 1.644 -2.079 2.515 0.4700
H 0.961 -3.230 4.206 0.7427
H 3.619 -0.298 3.221 0.0388
C 0.424 -2.436 1.702 -1.8536
H -0.525 -2.858 2.123 0.5457
H 2.573 -1.759 5.089 0.2800
H -4.497 -0.429 -3.707 0.5811
N 0.597 1.001 -3.220 -0.0282
C -2.895 -1.442 -1.708 -1.0005
H 4.978 -2.134 4.440 0.6067
H 1.323 -1.177 2.904 0.4197
C 4.036 -1.550 2.571 -0.9797
H -0.234 -0.396 1.291 0.0220
H -3.988 -0.318 0.383 0.6275
N -1.550 1.383 0.085 -0.0198
C 0.019 -1.276 0.599 -0.2040
H -5.160 -1.451 -0.313 0.2457
H -5.427 0.501 -0.347 0.3079
N 0.185 2.364 -1.486 0.3243
O -0.092 -1.220 -3.518 -0.5610
N -1.775 -1.046 -1.044 0.5025
H -0.578 3.930 -0.281 0.5906
H 2.569 5.028 3.442 0.2840
C 2.787 -1.761 1.713 0.0068
O -2.087 -2.594 0.536 -0.7612
H 3.201 -3.315 5.303 0.6208
C -1.250 -1.814 -0.097 0.7663
H 3.197 3.737 2.395 0.3622
C -4.601 -0.295 -0.351 -1.4608
C 1.773 -3.147 3.825 -1.4989
H 4.673 -3.312 3.245 0.2073
H 0.658 -3.418 1.208 0.5179
C -5.049 -0.324 -2.955 -1.9929
H 1.255 0.983 -4.158 0.4059
C -3.922 -0.276 -1.661 0.6022
H -5.810 0.096 -2.860 0.7094
H 1.984 -4.187 3.159 0.2888
H 1.971 5.186 0.744 0.2716
C -0.081 -0.226 -2.866 0.0193
H 0.227 4.978 1.937 0.2129
C -0.860 0.209 -1.399 -0.4703
H -2.315 0.892 0.431 0.1196
C 4.134 -2.354 3.962 -0.9605
H -2.659 -1.276 -2.865 0.0656
H -1.723 2.499 0.594 0.3663
C 0.278 3.479 -0.604 -2.9347
H 4.874 -1.062 2.281 0.7564
```


Entry 6:
C21H36O3PS2 | ωB97M-V/def2-TZVPD

Calculated values
total charge	+1
orbital gap	6.0431	eV
2S+1	1
max |F|	1.08	eV Å⁻¹
ΔE to the lowest compared entry with this formula, charge and spin	0.000	eV
HOMO	-0.40767	Eh

Structure (XYZ):
```
63
Properties=species:S:1:pos:R:3:mulliken_charge:R:1
C 0.753 -0.490 -3.346 0.7870
H 0.292 -1.312 2.047 0.3012
C -0.617 -0.872 1.593 -1.0286
H -2.084 4.020 0.284 0.2545
H 5.787 -0.974 2.602 0.3220
H 7.119 0.188 2.533 0.3756
C 3.311 0.326 -3.600 -0.4349
C -2.520 -4.235 1.260 -1.1473
H 5.640 1.878 1.469 0.3458
P 0.349 1.575 1.261 -0.4068
O -0.547 2.681 0.419 -0.1982
C -4.251 2.727 1.537 -0.5259
H 6.462 -0.484 1.035 0.3123
C 2.486 1.213 -4.511 -0.6507
C 3.924 0.635 1.238 -0.0536
H -2.757 -4.955 2.051 0.3917
C -1.723 -0.700 -3.314 -0.5076
H -0.863 -3.389 2.348 0.3452
H -3.522 4.143 3.018 0.3100
H 3.507 2.692 0.726 0.2886
H -3.850 2.523 3.673 0.2858
H -1.232 -0.496 2.431 0.4329
S 2.324 -1.122 -3.037 -0.0432
H 2.735 2.133 2.235 0.4366
H -3.459 -3.925 0.791 0.2889
H 3.618 0.865 -2.694 0.2086
H 4.922 1.327 2.981 0.3138
H 2.752 2.269 -4.396 0.4333
H -2.285 -1.537 0.381 0.1897
H 4.141 0.293 0.214 0.0948
H -4.591 3.502 0.839 0.3319
H -3.050 1.727 0.056 0.1696
H -4.989 1.917 1.500 0.3193
C -1.786 3.204 0.963 -0.6414
H -2.394 -2.575 2.637 0.3610
C -1.781 -3.045 1.858 -0.6279
H -2.619 1.356 1.736 -0.0953
O 1.791 1.568 0.442 -0.0626
S 0.701 1.062 -4.088 -0.0165
H -1.423 -4.386 -2.104 0.4605
C -2.765 -2.754 -2.591 -0.4430
H -1.597 3.643 1.959 0.3467
C 2.982 1.844 1.195 -0.8341
C -0.359 -2.611 -2.692 -0.4900
H -0.766 -2.386 0.064 -0.1485
C 6.202 -0.135 2.037 -1.2786
H 4.203 -0.062 -4.106 0.4682
H -1.795 0.320 -3.689 0.3469
C -0.451 -1.269 -3.117 0.8167
C -4.196 3.283 2.960 -1.1782
H 2.600 0.929 -5.564 0.3741
C -1.392 -1.968 0.864 0.4878
H -3.850 -0.978 -3.188 0.4219
C -1.508 -3.343 -2.429 -0.7525
H -3.667 -3.334 -2.387 0.4352
H 3.424 -0.199 1.759 0.1745
C -2.868 -1.432 -3.041 -0.8558
C 5.201 1.007 1.970 -0.4097
H -1.905 -4.746 0.511 0.2217
C -2.915 2.166 1.054 0.2352
H -5.190 3.610 3.283 0.3749
O -0.283 0.158 0.670 0.4167
H 0.623 -3.070 -2.592 0.3497
```


- Among the records above, which one has the lowest orbital gap?
  C21H36ClN2O2


- Number 5 is which compound?
  C21H36N4O3